*1*
93
Properties=species:S:1:pos:R:3:lowdin_charge:R:1 method="wB97M-V/def2-TZVPD" charge=-2 e_lumo_ev=4.0019 orbital_gap_ev=6.44
Cd 0.05101 0.47757 -0.47222 1.442
C 1.10313 -2.24626 3.27636 -0.034
C 0.51866 -2.85458 2.03082 -0.380
C -0.05776 -4.11928 2.03512 -0.088
C -0.63905 -4.55818 0.84437 -0.114
C -0.61168 -3.76730 -0.27813 -0.054
C 0.03092 -2.49423 -0.22807 -0.489
N 0.56369 -2.08345 0.95003 0.112
N 0.14958 -1.64813 -1.26573 -0.146
Si -0.20418 -1.99097 -2.91488 0.361
C 0.39012 -3.74873 -3.37703 -0.197
C -2.02809 -1.89594 -3.33049 -0.173
C 0.75924 -0.79297 -3.98161 -0.174
H 1.15544 -2.96835 4.09275 0.065
H 0.49687 -1.39326 3.59288 0.063
H 2.10142 -1.85625 3.06959 0.074
H -0.07828 -4.71836 2.93625 0.084
H -1.13197 -5.52504 0.80387 0.091
H -1.09071 -4.09281 -1.19136 0.073
H -0.40216 -4.49537 -3.28463 0.010
H 1.21861 -4.07388 -2.74129 0.007
H 0.73346 -3.76355 -4.41638 0.015
H -2.61614 -2.57066 -2.70102 0.018
H -2.22116 -2.14749 -4.37797 0.021
H -2.34807 -0.86700 -3.14943 0.011
H 1.78166 -0.64904 -3.61764 0.002
H 0.26403 0.17940 -3.95947 0.019
H 0.80994 -1.13664 -5.02000 0.026
C -0.61402 7.62905 2.88064 -0.068
C -0.67278 6.12788 2.99798 -0.284
C -0.61998 5.32343 1.86646 -0.014
C -0.65188 3.93922 1.97554 -0.022
C -0.74354 3.35432 3.22780 -0.267
C -0.79108 4.14038 4.37237 -0.070
C -0.75692 5.52017 4.25137 -0.066
S -0.86819 1.58052 3.36604 0.566
O -2.25378 1.24214 3.11876 -0.319
O -0.37421 1.24737 4.69552 -0.357
N -0.00038 0.99352 2.18249 -0.141
C 1.35261 1.17072 2.14152 -0.425
C 2.19868 1.60292 3.18792 -0.024
C 3.54618 1.74152 2.94315 -0.095
C 4.07119 1.45491 1.68473 -0.097
C 3.18491 1.03040 0.71316 -0.164
N 1.88424 0.88231 0.93689 0.025
H -0.81250 7.94480 1.85678 0.071
H 0.37318 8.00715 3.16010 0.073
H -1.34565 8.10755 3.53573 0.067
H -0.55599 5.74679 0.86974 0.109
H -0.57528 3.34108 1.07460 0.085
H -0.84737 3.66292 5.34225 0.102
H -0.79551 6.13822 5.14362 0.099
H 1.77978 1.80676 4.16135 0.088
H 4.19685 2.08127 3.74218 0.094
H 5.12135 1.57205 1.45499 0.086
H 3.52531 0.80869 -0.29337 0.049
O -0.75382 4.48273 -1.54539 -0.001
C -0.49764 3.28105 -1.56841 -0.612
O 0.32830 2.68889 -0.78193 -0.192
C -1.23772 2.33806 -2.59366 -0.619
O -1.77170 2.82341 -3.58812 -0.010
O -1.21298 1.09296 -2.29105 -0.201
C -2.63977 -1.44334 2.04718 -0.015
C -3.02999 -0.54588 0.91359 -0.378
O -2.21238 -0.02982 0.18580 -0.004
C -4.47897 -0.30343 0.59786 -0.130
C -4.77040 0.37484 -0.58533 0.008
C -6.08774 0.62484 -0.93196 -0.074
C -7.11961 0.20606 -0.10002 -0.107
C -6.83246 -0.46380 1.08091 -0.101
C -5.51287 -0.72020 1.42788 -0.033
H -1.57135 -1.33366 2.20561 0.054
H -2.86997 -2.47845 1.77634 0.096
H -3.16662 -1.17729 2.96157 0.077
H -3.94655 0.70627 -1.20857 0.121
H -6.30695 1.15537 -1.84990 0.102
H -8.14961 0.40824 -0.37016 0.091
H -7.63541 -0.78126 1.73536 0.091
H -5.28926 -1.23479 2.35315 0.104
C 6.19039 -2.91035 -1.61124 -0.286
As 4.57983 -1.96294 -2.12981 0.588
C 3.88899 -3.01401 -3.59370 -0.264
C 3.38633 -2.29223 -0.66647 -0.259
S 5.01502 0.00389 -2.64632 0.000
H 5.97874 -3.96085 -1.40942 0.026
H 6.58757 -2.43158 -0.71801 0.027
H 6.91377 -2.81559 -2.41883 0.022
H 3.72225 -4.04378 -3.27851 0.033
H 4.60517 -2.97268 -4.41251 0.030
H 2.94726 -2.57129 -3.91268 0.001
H 3.36106 -3.37192 -0.50111 0.043
H 2.36748 -1.94017 -0.84913 -0.003
H 3.76985 -1.79628 0.22461 0.031


*2*
93
Properties=species:S:1:pos:R:3:lowdin_charge:R:1 method="wB97M-V/def2-TZVPD" charge=-2 e_lumo_ev=3.9619 orbital_gap_ev=6.91
Cd -0.09886 1.68759 -0.57712 1.407
C 1.61666 -1.35665 -2.36333 -0.031
C 0.39086 -1.68555 -1.56658 -0.363
C -0.12565 -2.97093 -1.46355 -0.078
C -1.28436 -3.14630 -0.70041 -0.109
C -1.88184 -2.08628 -0.06316 -0.064
C -1.29663 -0.79206 -0.17550 -0.507
N -0.17874 -0.65670 -0.94627 0.055
N -1.70719 0.33685 0.39073 -0.110
Si -3.05928 0.68423 1.37421 0.347
C -3.08010 -0.36332 2.95330 -0.187
C -4.68717 0.39426 0.47847 -0.174
C -2.91533 2.47853 1.87018 -0.179
H 1.41274 -0.50390 -3.01394 0.075
H 1.94689 -2.20926 -2.95893 0.068
H 2.41293 -1.06706 -1.67601 0.059
H 0.35054 -3.79860 -1.97140 0.088
H -1.72336 -4.13535 -0.61229 0.094
H -2.78439 -2.21895 0.51983 0.081
H -3.20592 -1.42911 2.73592 0.008
H -3.89681 -0.05552 3.61378 0.018
H -2.13667 -0.24374 3.49331 0.018
H -4.77722 -0.64601 0.15162 0.015
H -4.73921 1.03078 -0.40891 0.008
H -5.54438 0.62024 1.12016 0.018
H -2.03954 2.62024 2.51109 0.019
H -3.79677 2.82628 2.41634 0.021
H -2.77815 3.10389 0.98326 0.015
C -0.90897 -2.93514 5.43478 -0.059
C 0.11415 -2.33748 4.50976 -0.285
C 1.20280 -1.62196 5.00290 -0.046
C 2.13654 -1.05686 4.13935 -0.057
C 1.97560 -1.20805 2.77237 -0.266
C 0.89268 -1.91678 2.26492 -0.039
C -0.02212 -2.47742 3.13113 -0.043
S 3.14554 -0.50011 1.63319 0.548
O 3.34029 -1.51257 0.61015 -0.370
O 4.32366 -0.17632 2.42617 -0.351
N 2.39736 0.70088 0.98403 -0.112
C 2.13053 1.84872 1.66063 -0.410
C 2.75947 2.31194 2.83552 -0.029
C 2.37986 3.52449 3.36714 -0.091
C 1.39762 4.29417 2.74288 -0.094
C 0.83091 3.78465 1.59181 -0.148
N 1.18303 2.60352 1.08162 0.015
H -0.57457 -2.88963 6.47183 0.067
H -1.10436 -3.97931 5.18421 0.075
H -1.85888 -2.39765 5.36015 0.073
H 1.32516 -1.50528 6.07450 0.102
H 2.99313 -0.51354 4.51411 0.102
H 0.78033 -2.03144 1.19416 0.098
H -0.86795 -3.02366 2.72435 0.111
H 3.53900 1.71291 3.28463 0.082
H 2.85990 3.88038 4.27230 0.096
H 1.08163 5.25175 3.13169 0.088
H 0.05983 4.30842 1.03525 0.092
O -0.50870 3.50627 -4.31613 0.011
C -0.39092 3.21841 -3.13156 -0.633
O 0.26435 2.20711 -2.68383 -0.204
C -1.15065 4.10844 -2.05770 -0.614
O -1.70161 5.13576 -2.44182 -0.006
O -1.12391 3.67915 -0.85072 -0.189
C -2.70031 0.56709 -3.32258 0.013
C -3.61491 1.74636 -3.49562 -0.388
O -4.28170 2.18870 -2.58434 0.088
C -3.68646 2.39470 -4.84918 -0.153
C -3.58097 3.78047 -4.92790 -0.008
C -3.66830 4.40302 -6.16226 -0.071
C -3.87651 3.65609 -7.31509 -0.109
C -3.97637 2.27428 -7.23740 -0.107
C -3.86368 1.64438 -6.00536 -0.044
H -2.85346 0.12107 -2.34135 0.069
H -1.66669 0.91980 -3.40258 0.078
H -2.84372 -0.17699 -4.10895 0.077
H -3.36795 4.35160 -4.03135 0.107
H -3.54633 5.47705 -6.22473 0.101
H -3.94094 4.14997 -8.27822 0.088
H -4.12710 1.68567 -8.13503 0.089
H -3.92337 0.56342 -5.94654 0.102
C 4.79320 -3.85515 2.23732 -0.254
As 5.89928 -3.92542 0.66396 0.585
C 4.70213 -4.44429 -0.75620 -0.260
C 6.43042 -2.12739 0.24179 -0.258
S 7.52097 -5.23731 0.85715 -0.105
H 3.82693 -3.43242 1.97544 0.011
H 5.27320 -3.21441 2.97484 0.040
H 4.70405 -4.86934 2.62189 0.027
H 3.88702 -3.72168 -0.81300 0.023
H 4.31775 -5.43920 -0.53990 0.030
H 5.26057 -4.46748 -1.68996 0.030
H 5.54581 -1.52576 0.04966 0.010
H 7.09377 -2.17383 -0.62013 0.029
H 6.96990 -1.72439 1.09701 0.037


What is the least stable structure shown above? It is *1*.